Entry 1:
Density functional theory data (wB97M-V/def2-TZVPD) for C11H30Cl2FN6NbO12PS as an isolated structure in a non-equilibrium geometry.

Geometry (Å):
1 C -2.129 3.664 -0.495
2 C -1.407 2.381 -0.523
3 Cl -2.417 0.997 -1.042
4 C -0.158 2.173 -0.193
5 Cl 0.444 0.507 -0.395
6 Nb 1.293 3.779 0.587
7 C 1.474 2.895 2.662
8 C 0.834 1.572 2.825
9 F 0.869 1.146 4.185
10 P 3.215 2.326 -0.409
11 S 4.898 3.368 -0.315
12 H -1.489 4.508 -0.647
13 H -2.850 3.674 -1.304
14 H -2.710 3.765 0.406
15 H 1.228 4.594 -1.050
16 H 2.479 5.069 1.052
17 H -0.131 4.815 1.094
18 H 2.516 2.796 2.931
19 H 1.030 3.597 3.363
20 H 1.383 0.815 2.296
21 H -0.206 1.595 2.538
22 H 3.354 1.093 0.275
23 H 2.952 2.014 -1.747
24 C 1.656 -0.300 -3.875
25 N 3.140 -0.208 -3.991
26 O 3.680 0.755 -3.493
27 O 3.703 -1.114 -4.578
28 H 1.297 0.566 -3.330
29 H 1.253 -0.327 -4.882
30 H 1.426 -1.217 -3.342
31 C -3.836 2.535 -5.163
32 N -3.294 3.616 -4.294
33 O -4.045 4.101 -3.470
34 O -2.134 3.923 -4.465
35 H -4.873 2.368 -4.898
36 H -3.742 2.867 -6.192
37 H -3.239 1.646 -4.985
38 C -1.257 -0.858 2.688
39 N -2.066 -2.081 2.425
40 O -1.857 -2.698 1.398
41 O -2.894 -2.394 3.261
42 H -0.573 -0.711 1.862
43 H -1.949 -0.026 2.774
44 H -0.721 -1.014 3.620
45 C 5.433 1.230 5.020
46 N 5.639 2.109 3.833
47 O 6.747 2.583 3.670
48 O 4.673 2.283 3.124
49 H 6.367 1.161 5.564
50 H 4.654 1.682 5.627
51 H 5.118 0.258 4.653
52 C -1.990 -5.769 2.099
53 N -1.792 -7.032 1.334
54 O -0.800 -7.121 0.638
55 O -2.644 -7.889 1.456
56 H -1.164 -5.103 1.889
57 H -2.928 -5.331 1.775
58 H -2.028 -6.029 3.152
59 C -2.861 -6.023 -1.891
60 N -2.655 -5.190 -3.110
61 O -1.542 -4.755 -3.318
62 O -3.629 -5.007 -3.816
63 H -1.919 -6.105 -1.362
64 H -3.611 -5.527 -1.283
65 H -3.209 -6.998 -2.218

Its total charge is -1. The value obtained for the HOMO energy is -4.478 eV. The value obtained for the LUMO energy is 1.3 eV. Its energy relative to the best compared isomer or geometry (same formula, charge and spin) is 0.0 kJ/mol. The value obtained for the total energy is -94819.595 eV.

---

Entry 2:
Density functional theory data (wB97M-V/def2-TZVPD) for C11H30ClI2N2OP2W as an isolated structure in a non-equilibrium geometry.

Geometry (Å):
1 I -3.384 2.155 -1.324
2 I -3.039 -0.575 -0.930
3 W -0.629 0.750 -0.504
4 P 0.349 -0.683 -2.356
5 C 0.053 -2.472 -2.819
6 C -0.822 0.147 -3.507
7 H -0.596 -0.187 -4.520
8 H 2.234 -0.584 -3.833
9 H -0.739 1.218 -3.429
10 H 2.193 0.797 -2.724
11 H -0.992 -2.704 -2.588
12 H -1.832 -0.143 -3.237
13 C 2.039 -0.270 -2.813
14 H 0.217 -2.524 -3.901
15 H 2.709 -0.772 -2.127
16 H 0.667 -3.218 -2.334
17 P -0.648 1.152 2.041
18 C -1.356 0.078 3.400
19 C 0.760 2.077 2.704
20 H -1.765 3.082 1.088
21 H -2.220 2.842 2.789
22 H -2.901 1.822 1.493
23 C -2.024 2.351 1.837
24 H 1.075 2.823 1.986
25 H 0.504 2.566 3.641
26 H -1.505 0.706 4.280
27 H -0.784 -0.796 3.668
28 H 1.571 1.376 2.849
29 H -2.341 -0.257 3.042
30 Cl -0.011 2.906 -1.237
31 C 2.151 -1.646 3.725
32 N 2.933 -2.772 3.237
33 C 3.598 -3.587 4.206
34 C 2.617 -3.031 1.938
35 O 1.671 -2.303 1.485
36 N 3.238 -3.757 1.002
37 C 4.046 -4.953 1.284
38 C 2.740 -3.558 -0.357
39 H 2.683 -1.233 4.620
40 H 1.109 -2.007 3.955
41 H 2.113 -1.018 2.878
42 H 3.200 -4.620 4.290
43 H 4.606 -3.632 3.832
44 H 3.464 -3.049 5.069
45 H 3.432 -5.816 0.960
46 H 4.881 -4.770 0.655
47 H 4.327 -5.017 2.370
48 H 1.661 -3.843 -0.377
49 H 2.795 -2.468 -0.461
50 H 3.283 -4.029 -1.139

Its total charge is +3. The value obtained for the HOMO energy (alpha / beta) is -15.354 / -15.386 eV. The value obtained for the LUMO energy (alpha / beta) is -13.4 / -13.2 eV. Its expectation value of S² is 2.06. Its energy relative to the best compared isomer or geometry (same formula, charge and spin) is 524.2 kJ/mol. The value obtained for the total energy is -66017.517 eV. Its spin multiplicity is 3.

---

Entry 3:
Density functional theory data (wB97M-V/def2-TZVPD) for C11H30CrKO23P2V as an isolated structure in a non-equilibrium geometry.

Geometry (Å):
1 K -3.320 1.502 -0.029
2 Cr -0.303 -1.292 -1.901
3 O 0.694 2.725 3.300
4 V -0.578 2.344 2.407
5 O -0.557 3.163 1.035
6 P -3.152 2.401 3.592
7 O -1.856 3.324 3.747
8 O -2.409 1.340 2.644
9 O -4.296 3.212 3.002
10 O -3.491 1.565 4.814
11 P -0.090 -0.100 0.177
12 O -1.067 0.360 -0.950
13 O -0.512 -1.632 0.110
14 O 0.070 0.541 1.511
15 O 1.080 -0.236 -0.864
16 C -2.152 -1.908 -3.376
17 O -2.331 -2.118 -2.042
18 O -1.754 -0.605 -3.510
19 O -1.008 -2.620 -3.587
20 C 2.399 -1.721 -3.550
21 C 2.483 -2.393 -2.204
22 O 1.187 -2.873 -1.789
23 O 1.248 -0.887 -3.531
24 H 2.311 -2.435 -4.385
25 H 3.309 -1.157 -3.788
26 H 2.832 -1.673 -1.464
27 H 3.179 -3.234 -2.209
28 H 1.290 -3.800 -1.573
29 H 1.210 -0.308 -4.294
30 C 4.135 3.140 -0.082
31 C 3.122 2.360 -0.881
32 O 3.385 0.968 -0.758
33 O 5.415 3.206 -0.724
34 H 4.226 2.741 0.934
35 H 3.779 4.161 0.081
36 H 3.228 2.663 -1.933
37 H 2.122 2.606 -0.506
38 H 2.494 0.525 -0.811
39 H 5.775 2.315 -0.657
40 C -1.511 2.781 -3.443
41 C -3.002 2.543 -3.547
42 O -3.468 1.330 -2.952
43 O -1.036 2.860 -2.137
44 H -1.282 3.745 -3.916
45 H -1.022 1.998 -4.046
46 H -3.223 2.462 -4.632
47 H -3.617 3.368 -3.176
48 H -2.822 0.631 -3.259
49 H -0.953 1.965 -1.735
50 C -2.050 -4.144 1.784
51 C -3.024 -3.001 1.718
52 O -2.373 -1.779 1.939
53 O -1.159 -4.171 0.666
54 H -2.605 -5.095 1.733
55 H -1.474 -4.180 2.716
56 H -3.787 -3.094 2.496
57 H -3.523 -3.022 0.738
58 H -1.681 -1.750 1.250
59 H -0.954 -3.255 0.408
60 C 1.951 -0.368 4.603
61 C 0.778 -1.299 4.361
62 O -0.386 -0.650 3.925
63 O 2.594 0.038 3.391
64 H 2.740 -0.823 5.212
65 H 1.592 0.526 5.128
66 H 0.474 -1.765 5.310
67 H 1.085 -2.109 3.677
68 H -0.257 -0.285 3.030
69 H 1.899 0.372 2.804

Its total charge is -3. The value obtained for the HOMO energy (alpha / beta) is 1.480 / 1.480 eV. The value obtained for the LUMO energy (alpha / beta) is 5.1 / 5.0 eV. Its expectation value of S² is 4.00. The value obtained for the total energy is -148000.570 eV. Its spin multiplicity is 4.

---

Number 1: M 684.24 g/mol. Number 2: M 741.42 g/mol. Number 3: M 734.32 g/mol.